Record 1
This record from OMol25 describes 2 unconnected molecules or ions with the total composition C4H10NS2. The level of theory is ωB97M-V/def2-TZVPD.

```
! wB97M-V def2-TZVPD RIJCOSX def2/J DEFGRID3
* xyz 1 1
C 0.3130 0.4419 0.6088
C -2.0643 1.2796 0.5861
C 0.5309 -1.9635 -1.2773
C -0.6238 1.5337 1.0077
N 1.7650 -1.6322 -1.5362
S 1.9827 0.7155 -0.0256
S 0.2201 0.5768 2.4552
H -2.1468 0.9048 -0.5086
H -2.6937 2.2004 0.7221
H -2.5493 0.3977 1.2412
H 0.3726 -2.7808 -0.5168
H -0.2810 -1.6485 -1.8143
H -0.3864 2.5077 1.0733
H 1.8888 -0.9698 -2.3089
H 2.4718 -2.0710 -0.9972
H 1.5285 1.1706 -1.2938
H -0.3281 -0.6630 2.5843
*
```

Its HOMO-LUMO gap (spin up / spin down) is 7.01 / 7.01 eV. The value obtained for the strongest force on any atom is 5.56 eV/A. The value obtained for the total energy is -27459.289 eV. The calculation puts the relative energy (zero: lowest compared OMol25 entry of this formula, charge and spin) at 408.98 kJ/mol.

Record 2
This record from OMol25 describes C5H10O4S in the gas phase. The level of theory is ωB97M-V/def2-TZVPD.

```
! wB97M-V def2-TZVPD RIJCOSX def2/J DEFGRID3
* xyz 0 1
C -0.1239 0.4217 0.4664
C -1.3106 0.9961 -0.2435
C 1.8454 -0.9527 0.7700
C 1.0860 -0.3281 -0.3797
C 2.0080 0.6399 -1.2666
O -2.4010 -1.4381 -0.3480
O -2.7458 -0.0823 1.5453
O 2.2710 -0.2332 1.6532
O 0.5279 -1.2613 -1.2152
S -2.8302 -0.1219 -0.0788
H 0.4748 1.1268 1.1078
H -0.6093 -0.4226 0.9803
H -1.6384 1.9436 0.4726
H -1.1719 1.3406 -1.2550
H 1.9086 -2.0286 0.8566
H 2.4006 1.3387 -0.5664
H 1.2125 1.0122 -1.9178
H 2.7498 0.0784 -1.8117
H -3.4480 -0.3875 2.1012
H -0.2053 -1.6417 -0.8707
*
```

Its HOMO-LUMO gap is 9.80 eV. The value obtained for the strongest force on any atom is 4.63 eV/A. The value obtained for the total energy is -24369.831 eV. The calculation puts the relative energy (zero: lowest compared OMol25 entry of this formula, charge and spin) at 222.30 kJ/mol.

Record 3
This record from OMol25 describes C25H25ClFN3OS in the gas phase. The level of theory is ωB97M-V/def2-TZVPD.

```
! wB97M-V def2-TZVPD RIJCOSX def2/J DEFGRID3
* xyz 0 1
O -0.0140 3.7482 -0.5796
C 0.3208 3.0869 -1.5412
N -0.4967 2.2751 -2.2321
H -0.0871 1.6660 -2.9345
C -1.8505 1.9960 -1.8182
C -1.9747 0.5639 -1.2741
C -3.3660 0.2942 -0.7838
C -3.7680 0.7496 0.4665
C -5.0535 0.5311 0.9247
C -5.9523 -0.1519 0.1208
C -5.5748 -0.6125 -1.1295
C -4.2845 -0.3847 -1.5737
H -3.9895 -0.7447 -2.5485
H -6.2830 -1.1423 -1.7469
Cl -7.5629 -0.4332 0.6860
H -5.3596 0.8863 1.8961
H -3.0663 1.2844 1.0895
H -1.2648 0.4393 -0.4537
H -1.7120 -0.1372 -2.0686
H -2.1073 2.7212 -1.0428
H -2.5254 2.1285 -2.6692
C 1.7737 3.0632 -2.0469
N 2.4951 2.0163 -1.3548
C 2.4703 0.7196 -1.7458
N 3.0704 -0.1939 -0.9508
C 2.9382 -1.6178 -1.2200
C 1.8579 -2.2131 -0.3539
C 2.1481 -2.8211 0.8603
C 1.1633 -3.2805 1.7128
C -0.1619 -3.1263 1.3471
C -0.4833 -2.5368 0.1360
C 0.5195 -2.0895 -0.7051
H 0.2755 -1.6302 -1.6508
H -1.5176 -2.4221 -0.1512
H -0.9425 -3.4703 2.0079
H 1.4434 -3.7405 2.6470
F 3.4426 -2.9670 1.2309
H 3.9002 -2.0981 -1.0241
H 2.6847 -1.7388 -2.2751
C 3.6565 0.1377 0.3317
C 2.6722 0.1551 1.4839
C 1.3242 0.4327 1.3018
C 0.4491 0.4009 2.3727
C 0.9121 0.1017 3.6411
C 2.2572 -0.1634 3.8341
C 3.1302 -0.1391 2.7624
H 4.1765 -0.3618 2.9139
H 2.6276 -0.3984 4.8207
H 0.2279 0.0734 4.4754
H -0.5978 0.6098 2.2124
H 0.9388 0.6560 0.3181
H 4.4195 -0.6177 0.5421
H 4.1813 1.0979 0.2598
S 1.7953 0.2900 -3.2104
H 2.6563 2.2152 -0.3785
H 2.2495 4.0165 -1.8111
H 1.8182 2.8765 -3.1208
*
```

Its HOMO-LUMO gap is 9.14 eV. The SMILES is O=C(CNC(=S)N(Cc1ccccc1)Cc1ccccc1F)NCCc1ccc(Cl)cc1. The value obtained for the strongest force on any atom is 0.93 eV/A. The value obtained for the total energy is -58925.506 eV.

Record 4
This record from OMol25 describes a gas-phase ion, CN5O3 (charge -1). The level of theory is ωB97M-V/def2-TZVPD.

```
! wB97M-V def2-TZVPD RIJCOSX def2/J DEFGRID3
* xyz -1 1
C -0.5549 0.1367 -0.0408
N -2.3755 -0.6933 -0.4156
N -1.0499 -0.9002 -0.6941
N -1.4036 0.9160 0.6090
N -2.5582 0.3169 0.2907
N 2.0156 -0.0105 0.0966
O 2.8010 0.5814 -0.6305
O 0.7729 0.5866 -0.0435
O 2.3524 -0.9337 0.8283
*
```

Its HOMO-LUMO gap is 8.92 eV. The value obtained for the strongest force on any atom is 3.46 eV/A. The value obtained for the total energy is -14625.702 eV. The calculation puts the relative energy (zero: lowest compared OMol25 entry of this formula, charge and spin) at 158.51 kJ/mol.

Record 5
This record from OMol25 describes C7H7I in the gas phase. The level of theory is ωB97M-V/def2-TZVPD.

```
! wB97M-V def2-TZVPD RIJCOSX def2/J DEFGRID3
* xyz 0 1
C -2.1786 -2.6806 -0.3550
C -2.2284 -1.6309 0.2083
C 0.1707 0.9713 -0.3985
C -0.9319 0.7893 0.0413
C 2.5737 0.4689 0.2420
C 1.5729 1.2862 -0.6611
C -2.3337 -0.2511 0.6794
I -4.0633 0.7786 -0.0227
H -2.2473 -3.7050 -0.7750
H 2.1931 -0.5480 0.5694
H 2.7534 0.9641 1.2178
H 3.4508 0.4184 -0.3230
H 1.6845 2.2652 -0.4786
H 1.7260 1.1056 -1.7236
H -2.1420 -0.2319 1.7793
*
```

Its HOMO-LUMO gap is 9.53 eV. The SMILES is C#C[C@H](I)C#CCC. The value obtained for the strongest force on any atom is 5.33 eV/A. The value obtained for the total energy is -15467.241 eV. The calculation puts the relative energy (zero: lowest compared OMol25 entry of this formula, charge and spin) at 224.04 kJ/mol.

Record 6
This record from OMol25 describes C3H3N3O in the gas phase. The level of theory is ωB97M-V/def2-TZVPD.

```
! wB97M-V def2-TZVPD RIJCOSX def2/J DEFGRID3
* xyz 0 1
N -1.9695 -0.7112 -1.6773
C -0.7876 -0.7577 -1.3581
N 0.3511 -0.8864 -0.9181
N 1.1156 0.2307 -0.6603
O -0.1386 -0.8506 1.8301
C 0.3815 0.2336 1.7221
C 1.1453 0.6956 0.5247
H -2.1980 -0.4885 -2.6432
H 0.2950 0.9827 2.5312
H 1.8052 1.5519 0.6489
*
```

Its HOMO-LUMO gap is 8.90 eV. The SMILES is N=C=N/N=C\C=O. The value obtained for the strongest force on any atom is 0.79 eV/A. The value obtained for the total energy is -9674.347 eV. The calculation puts the relative energy (zero: lowest compared OMol25 entry of this formula, charge and spin) at 299.81 kJ/mol.

> Among the records above, which one has the lowest strongest force on any atom?

C3H3N3O

> Which of these has the highest strongest force on any atom?

C4H10NS2